Entry 1:
Computed, not measured: C32H76AsB2F14N4O2 as an isolated structure, with ωB97M-V/def2-TZVPD.

The geometry in XYZ format:
```
131
Properties=species:S:1:pos:R:3:mulliken_spin:R:1
As -0.50 16.22 -3.94 -0.002
F -0.48 15.51 -5.64 0.007
F -2.32 16.04 -3.85 0.000
F -0.41 17.02 -2.31 0.000
F 1.29 16.10 -4.20 0.000
F -0.52 17.83 -4.62 0.000
F -0.27 14.57 -3.22 0.000
C 0.79 12.45 1.42 0.000
C -0.39 11.76 0.71 0.000
N -1.69 12.58 0.52 0.000
C -2.66 11.79 -0.33 0.000
C -2.34 12.88 1.93 0.000
C -2.56 11.64 2.79 0.000
C -1.38 13.84 -0.27 0.000
C -2.58 14.49 -1.10 0.000
O -3.68 14.63 -0.29 0.000
C -4.78 15.06 -0.99 0.000
H 0.49 12.92 2.35 0.000
H 1.31 13.20 0.83 0.000
H 1.52 11.66 1.63 0.000
H -0.60 10.80 1.19 0.000
H -0.06 11.55 -0.30 0.000
H -3.68 12.19 -0.32 0.000
H -2.66 10.80 0.13 0.000
H -2.27 11.70 -1.35 0.000
H -3.29 13.39 1.83 0.000
H -1.71 13.60 2.44 0.000
H -3.42 11.06 2.46 0.000
H -2.91 11.93 3.79 0.000
H -1.66 11.03 2.87 0.000
H -0.61 13.44 -0.92 0.000
H -0.85 14.58 0.32 0.000
H -2.86 13.93 -1.99 0.000
H -2.25 15.48 -1.42 0.000
H -4.66 16.10 -1.29 0.000
H -5.68 15.02 -0.38 0.000
H -5.11 14.39 -1.78 0.000
C 1.78 20.13 -3.57 0.000
C 3.27 20.38 -3.38 0.000
N 4.18 19.79 -4.45 0.000
C 5.59 20.04 -4.02 0.000
C 3.93 18.25 -4.59 -0.002
C 4.18 17.43 -3.30 0.000
C 3.99 20.45 -5.81 0.000
C 4.83 19.94 -7.03 0.000
O 6.25 20.19 -6.84 0.000
C 7.13 19.56 -7.76 0.000
H 1.48 19.12 -3.28 0.000
H 1.30 20.31 -4.52 0.000
H 1.17 20.82 -2.99 0.000
H 3.63 19.94 -2.45 0.000
H 3.60 21.42 -3.48 0.000
H 5.77 19.57 -3.05 0.000
H 5.79 21.10 -3.84 0.000
H 6.24 19.65 -4.80 0.000
H 4.52 17.90 -5.43 0.000
H 2.87 18.09 -4.79 0.001
H 3.46 17.77 -2.56 0.000
H 5.19 17.54 -2.91 0.000
H 4.17 16.37 -3.55 0.000
H 4.13 21.53 -5.70 0.000
H 2.94 20.35 -6.05 0.000
H 4.53 20.45 -7.94 0.000
H 4.68 18.89 -7.24 0.000
H 7.11 18.49 -7.94 0.000
H 8.10 19.83 -7.33 0.000
H 7.12 20.02 -8.75 0.000
C 1.46 19.31 0.40 0.000
C 0.02 19.79 0.19 0.000
C -0.94 18.76 0.84 0.000
N -2.47 19.10 0.76 0.000
C -2.79 19.22 -0.78 0.000
C -2.94 20.35 1.48 0.000
C -4.34 20.06 2.04 0.000
C -4.20 18.53 2.52 0.000
C -3.26 17.93 1.45 0.000
H 2.23 19.99 0.02 0.000
H 1.76 18.46 -0.21 0.000
H 1.72 19.11 1.44 0.000
H -0.19 19.86 -0.87 0.000
H -0.10 20.75 0.70 0.000
H -0.78 18.64 1.92 0.000
H -0.82 17.79 0.35 0.000
H -3.88 19.33 -0.80 0.000
H -2.57 18.25 -1.24 0.000
H -2.27 20.02 -1.28 0.000
H -2.94 21.20 0.79 0.000
H -2.22 20.45 2.29 0.000
H -5.14 20.13 1.31 0.000
H -4.53 20.86 2.76 0.000
H -5.17 18.03 2.62 0.000
H -3.77 18.33 3.50 0.000
H -3.72 17.30 0.68 0.000
H -2.62 17.21 1.95 0.000
C -4.74 17.97 -4.47 0.000
C -4.58 17.21 -5.84 0.000
C -3.55 17.92 -6.72 0.000
N -3.44 17.33 -8.10 0.000
C -4.73 17.50 -8.97 0.000
C -2.93 15.83 -8.04 0.004
C -2.00 15.76 -9.20 -0.013
C -1.16 17.00 -9.23 0.004
C -2.20 18.04 -8.81 0.000
H -5.76 17.84 -4.11 0.000
H -4.40 19.01 -4.48 0.000
H -4.00 17.65 -3.74 0.000
H -5.52 17.04 -6.36 0.000
H -4.21 16.24 -5.52 0.000
H -2.52 17.89 -6.34 0.000
H -3.75 18.99 -6.72 0.000
H -5.12 18.52 -8.99 0.000
H -5.57 16.88 -8.64 0.000
H -4.51 17.10 -9.96 0.000
H -3.69 15.07 -8.23 0.000
H -2.41 15.58 -7.12 -0.003
H -2.58 15.71 -10.12 -0.001
H -1.53 14.78 -9.15 0.007
H -0.73 17.30 -10.19 0.000
H -0.40 16.99 -8.45 -0.003
H -2.59 18.41 -9.76 0.000
H -1.79 18.88 -8.23 0.000
B -0.01 12.73 -8.03 -0.035
F 0.75 11.65 -7.53 0.228
F -0.76 12.31 -9.09 -0.002
F -0.72 13.13 -6.93 0.254
F 0.77 13.84 -8.24 0.326
B 3.50 15.45 -7.01 -0.013
F 2.28 15.98 -7.33 0.097
F 4.50 16.25 -7.48 0.006
F 3.57 15.41 -5.66 0.026
F 3.57 14.20 -7.44 0.115
```

* total energy: -144700.800 eV
* HOMO level (spin up / spin down): -13.308 / -13.153 eV
* expectation value of S²: 0.7548
* multiplicity: 2
* frontier orbital gap (spin up / spin down): 0.3372 / 0.1439 Ha
* net charge: +2

Entry 2:
Computed, not measured: one molecule with the formula C4H12N2S, with ωB97M-V/def2-TZVPD.

The geometry in XYZ format:
```
19
Properties=species:S:1:pos:R:3:lowdin_charge:R:1
C 0.86 -1.59 0.38 -0.096
C 0.98 0.44 -1.17 -0.146
C 0.98 0.87 1.23 -0.070
C 0.54 -0.16 0.13 -0.707
N -1.35 1.57 -0.33 -0.355
N -2.86 -1.32 -0.73 -0.232
S -1.36 0.03 -0.03 0.876
H 1.84 -1.83 -0.10 0.102
H 1.02 -1.77 1.39 0.051
H 0.07 -2.35 0.01 0.112
H 0.28 1.34 -1.28 0.061
H 0.85 -0.39 -1.97 0.119
H 2.03 0.80 -1.15 0.101
H 1.91 0.46 1.66 0.093
H 1.18 1.76 0.60 0.078
H 0.26 1.04 2.02 0.068
H -2.28 1.94 -0.55 0.013
H -3.19 -0.55 -1.41 -0.106
H -1.74 -0.28 1.30 0.040
```

* total energy: -18151.749 eV
* HOMO level (spin up / spin down): -8.468 / -8.469 eV
* energy above the lowest of the compared OMol25 structures with the same formula, charge and spin: 144.6 kcal/mol
* frontier orbital gap (spin up / spin down): 0.3110 / 0.3110 Ha
* SMILES: CC(C)(C)[SH](=N)=N

> The lowest total energy belongs to which entry?

C32H76AsB2F14N4O2

> Look up the total energy of the second one.

-18151.749 eV

> Which value of total energy does entry 1 give?

-144700.800 eV